[1]
{
  "formula": "C4H38NO13",
  "method": "wB97M-V/def2-TZVPD",
  "homo_ev": -13.398,
  "lumo_energy_ev": -2.371,
  "orbital_gap_ev": 11.03,
  "total_charge": 1,
  "total_energy_ha": -1207.8707,
  "largest_force_ha_per_bohr": 0.0544,
  "elements": ["C", "C", "N", "C", "C", "H", "H", "H", "H", "H", "H", "H", "H", "H", "H", "H", "H", "H", "H", "O", "H", "H", "O", "H", "H", "O", "H", "H", "O", "H", "H", "O", "H", "H", "O", "H", "H", "O", "H", "H", "O", "H", "H", "O", "H", "H", "O", "H", "H", "O", "H", "H", "O", "H", "H", "O"],
  "coordinates": [[1.7402, -3.1413, -2.8788], [1.6273, -1.7089, -2.3626], [0.5369, -1.6241, -1.3095], [-0.7996, -1.9870, -1.7828], [2.9534, -1.2422, -1.7570], [2.1348, -3.7180, -2.0377], [2.6096, -3.1255, -3.5384], [0.8215, -3.5162, -3.2829], [1.2694, -0.9206, -3.0230], [0.8257, -2.1204, -0.4614], [0.4604, -0.6049, -0.9919], [-0.9727, -3.0514, -1.8234], [-1.7012, -1.5377, -1.3960], [-0.8352, -1.9163, -2.8766], [3.5973, -2.0788, -1.5054], [2.7321, -0.7508, -0.8011], [3.4164, -0.4362, -2.3054], [3.0828, 0.0584, 2.2075], [4.2243, -0.9304, 2.4900], [3.4632, -0.7918, 1.9118], [-2.4927, 1.6353, 0.0314], [-1.2969, 2.6585, 0.3685], [-1.7661, 2.1593, -0.3329], [-2.4909, 1.5196, 3.4687], [-2.7128, 0.7481, 2.1684], [-2.4974, 0.6220, 3.1182], [1.2649, 0.4651, 3.1185], [2.2501, 1.3170, 3.6694], [1.7577, 1.2657, 2.8297], [-0.1908, 3.6710, 1.9027], [-0.1151, 2.3286, 2.6112], [-0.6410, 2.8152, 1.9646], [-0.1603, -0.1918, 4.6580], [-1.1187, -0.4112, 3.5198], [-0.1648, -0.4210, 3.7219], [-1.7198, -2.9855, 1.8223], [-0.6075, -2.1680, 1.3926], [-1.4641, -2.4622, 1.0420], [-3.6095, 1.9684, -2.2028], [-4.5120, 1.4094, -1.1436], [-4.3149, 1.3224, -2.0790], [3.2272, 3.6145, 0.4927], [2.1949, 2.8470, 1.3787], [2.5100, 3.7215, 1.1223], [-3.8193, -0.2363, 0.7286], [-4.6373, 0.8873, 1.5071], [-3.9745, 0.7126, 0.8297], [3.2906, 2.3260, -2.3541], [4.0353, 1.6410, -1.2268], [3.1853, 2.0400, -1.4364], [-3.7052, -0.4615, -2.1921], [-4.3850, -1.8934, -2.2042], [-3.6224, -1.3952, -1.8965], [-0.4396, 1.3278, -0.7966], [1.0546, 1.7430, -1.1860], [0.5017, 1.0039, -0.8917]],
  "lowdin_charge": [-0.0268, -0.3567, -0.0048, -0.0632, -0.0360, 0.0946, 0.0987, 0.0712, 0.1487, 0.1667, 0.1024, 0.0967, 0.0484, 0.1072, 0.0887, 0.0651, 0.0699, -0.0082, 0.0426, -0.0741, 0.0115, 0.0284, -0.0577, 0.0653, 0.0184, -0.0581, 0.0185, 0.0868, -0.0790, 0.0759, 0.0325, -0.0441, 0.0674, 0.0135, -0.0657, 0.0653, 0.0350, -0.0489, 0.0540, 0.0173, -0.0403, 0.0171, -0.0124, -0.0574, 0.0810, 0.0951, -0.0399, 0.0683, 0.0570, -0.0430, 0.0213, 0.0565, -0.0752, 0.0219, 0.0470, -0.0644]
}


[2]
{
  "formula": "C4H10N2O2",
  "method": "wB97M-V/def2-TZVPD",
  "homo_ev": -7.549,
  "lumo_energy_ev": 0.687,
  "orbital_gap_ev": 8.24,
  "total_energy_ha": -418.1821,
  "largest_force_ha_per_bohr": 0.0491,
  "elements": ["N", "N", "C", "C", "H", "H", "H", "H", "H", "H", "C", "C", "O", "O", "H", "H", "H", "H"],
  "coordinates": [[0.1724, -0.9630, 2.0122], [0.2306, 1.5121, 0.8956], [-0.7352, -0.7523, 1.0187], [-0.7237, 0.5818, 0.2951], [-0.0713, -1.3721, 2.9000], [1.0348, -0.4399, 1.8764], [-0.1916, 1.9877, 1.6858], [0.4856, 2.1986, 0.1858], [-1.6795, -1.2768, 1.1060], [-1.7438, 0.9785, 0.2856], [-0.3577, 0.2916, -1.2367], [0.6938, 0.8970, -1.8631], [-0.2264, -1.5014, -0.5557], [0.6542, -2.5063, -1.1059], [1.4230, -1.9801, -1.3770], [-1.2467, 0.1286, -1.8407], [1.6334, 1.0964, -1.3606], [0.6482, 1.1195, -2.9213]],
  "lowdin_charge": [0.1116, 0.0319, -0.1449, -0.3147, 0.1067, 0.1065, 0.0800, 0.0679, 0.1406, 0.1364, -0.1981, -0.0533, -0.2833, -0.0428, 0.0741, 0.1091, 0.0388, 0.0337]
}